No. 1
{
  "formula": "C27H28F12N7O2PtS",
  "method": "wB97M-V/def2-TZVPD",
  "elements": ["Pt", "C", "C", "C", "C", "C", "N", "C", "C", "C", "C", "C", "C", "C", "C", "O", "C", "F", "F", "F", "C", "F", "F", "F", "C", "C", "C", "O", "C", "F", "F", "F", "C", "F", "F", "F", "H", "H", "H", "H", "H", "H", "H", "H", "H", "H", "H", "H", "C", "C", "N", "C", "S", "N", "C", "C", "H", "H", "H", "H", "H", "H", "H", "H", "H", "H", "H", "H", "N", "C", "N", "N", "C", "N", "H", "H", "H", "H"],
  "positions_angstrom": [[0.6732, 0.1264, -0.8345], [3.9232, -3.2629, 4.3657], [2.9348, -2.5496, 3.4907], [2.1035, -1.5532, 3.9816], [1.2159, -0.9225, 3.1435], [1.1266, -1.2082, 1.7660], [0.2335, -0.4695, 1.0325], [-1.0094, -0.1942, 1.5348], [-1.6925, -1.2313, 2.2033], [-2.9790, -1.0903, 2.6566], [-3.6656, 0.1002, 2.4676], [-5.0723, 0.2872, 2.9533], [-3.0021, 1.1389, 1.8311], [-1.6990, 1.0366, 1.3729], [-0.9693, 2.2891, 0.8741], [-0.3181, 2.2329, -0.2941], [0.0162, 2.6605, 2.0467], [1.2053, 2.0683, 1.9064], [0.3004, 3.9832, 2.1367], [-0.4307, 2.3383, 3.2727], [-1.9226, 3.5173, 0.7336], [-2.9156, 3.2825, -0.1379], [-2.4944, 3.9841, 1.8639], [-1.2618, 4.5748, 0.2287], [1.9852, -2.2222, 1.2637], [2.8444, -2.8661, 2.1399], [1.9153, -2.6926, -0.1964], [1.8369, -1.7709, -1.1573], [3.1586, -3.5376, -0.6258], [3.3104, -4.7737, -0.0879], [4.3071, -2.8948, -0.3740], [3.1407, -3.7594, -1.9436], [0.6956, -3.6794, -0.2610], [0.5135, -4.1937, -1.4845], [-0.4556, -3.1030, 0.0838], [0.8337, -4.7408, 0.5737], [3.7378, -3.0485, 5.4169], [4.9381, -2.9462, 4.1199], [3.8645, -4.3387, 4.2064], [2.1520, -1.2650, 5.0234], [0.5606, -0.1566, 3.5289], [-1.1747, -2.1679, 2.3378], [-3.4639, -1.9167, 3.1538], [-5.2982, -0.4114, 3.7569], [-5.7775, 0.1182, 2.1386], [-5.2213, 1.3026, 3.3178], [-3.5594, 2.0508, 1.7095], [3.4836, -3.6551, 1.7817], [-2.8737, 2.0806, -5.0078], [-1.8957, 2.3940, -3.8764], [-1.9756, 1.3997, -2.8384], [-1.4251, 0.1708, -2.8547], [-1.8926, -0.9073, -1.6495], [-0.6927, -0.2020, -3.9253], [0.0612, -1.4509, -3.9134], [-0.8079, -2.6465, -4.2762], [-2.8302, 2.8446, -5.7766], [-3.8870, 2.0348, -4.6221], [-2.6403, 1.1181, -5.4511], [-2.1325, 3.3591, -3.4292], [-0.8757, 2.4512, -4.2657], [-2.5109, 1.6136, -2.0098], [-0.1914, 0.5637, -4.3556], [0.5117, -1.6110, -2.9245], [0.8723, -1.3450, -4.6333], [-1.5920, -2.7712, -3.5379], [-0.1932, -3.5404, -4.2815], [-1.2576, -2.5175, -5.2576], [1.6460, 4.0513, -0.3876], [2.8106, 3.3818, -0.3265], [3.8452, 3.9410, 0.3826], [3.0482, 2.2895, -0.9950], [2.1812, 1.6437, -1.6926], [1.5475, 1.1026, -2.5328], [1.5165, 4.8311, 0.2377], [0.8069, 3.4573, -0.5409], [3.5690, 4.4677, 1.1954], [4.6302, 3.3258, 0.5279]],
  "mulliken_charge": [2.8830, -1.5714, 0.6866, -1.3424, 0.0980, -0.0048, 0.2732, -0.6966, -0.4732, -1.2197, 0.5768, -1.7542, -0.1917, -0.7347, 2.1067, -1.3221, 0.2553, -0.1725, -0.3498, -0.3088, 0.4401, -0.2370, -0.2921, -0.2658, -0.7268, -0.6416, 2.0740, -1.5496, 0.1461, -0.2838, -0.2567, -0.2525, 0.3126, -0.2589, -0.0893, -0.3381, 0.3768, 0.2951, 0.3647, 0.3350, 0.4854, 0.5370, 0.3484, 0.4064, 0.2910, 0.3768, 0.4442, 0.5377, -1.2684, -0.6499, 0.2517, -0.1498, -0.3835, 0.0520, 0.0929, -1.4133, 0.4300, 0.3019, 0.2807, 0.4743, 0.3404, 0.1022, 0.3079, -0.1416, 0.3816, 0.2755, 0.3944, 0.3993, -0.3241, 0.6600, -0.5515, -0.7987, 0.6438, -0.7658, 0.3156, -0.0849, 0.2510, 0.2593],
  "gap_ha": [0.22343, 0.20428],
  "e_above_lowest_kcal_mol": 10.3,
  "s_squared": 2.0181,
  "spin_multiplicity": 3,
  "total_charge": -1,
  "lumo_energy_ev": [2.509, 1.414],
  "max_force_ev_per_a": 1.7
}



No. 2
{
  "formula": "C6H17BrNO3",
  "method": "wB97M-V/def2-TZVPD",
  "elements": ["Br", "C", "C", "C", "O", "C", "N", "H", "H", "H", "H", "H", "H", "H", "H", "H", "H", "H", "C", "C", "O", "O", "H", "H", "H", "H", "H", "H"],
  "positions_angstrom": [[0.0685, 1.6366, 0.5493], [-2.5426, -3.2206, 1.4925], [-1.4504, -2.7920, 0.5325], [-1.9392, -2.5972, -0.9139], [-0.8643, -2.2287, -1.7538], [-0.2850, -3.2883, -2.4698], [-0.6936, -1.6450, 1.0836], [-3.4159, -2.5593, 1.4571], [-2.3002, -3.3995, 2.5359], [-2.9357, -4.1805, 1.1177], [-0.7577, -3.6436, 0.4514], [-2.6706, -1.8093, -1.0803], [-2.2991, -3.6070, -1.1616], [0.5558, -3.7483, -1.9401], [0.0974, -2.9721, -3.4396], [-1.0523, -4.0541, -2.6296], [-0.3447, -1.1220, 0.2738], [-1.3956, -0.9728, 1.4025], [1.8616, 5.2763, 0.9023], [2.8201, 4.6168, -0.1146], [3.7249, 3.7504, 0.5378], [1.4363, 4.3889, 1.8810], [1.0735, 5.6947, 0.2638], [2.4155, 6.1073, 1.3349], [3.3271, 5.4456, -0.6386], [2.3652, 4.0614, -0.9389], [4.1782, 3.2246, -0.1237], [1.0231, 3.6372, 1.3886]],
  "mulliken_charge": [-0.7878, -1.5004, 0.6174, -0.7019, -0.3508, -0.6611, -0.6257, 0.3392, 0.3770, 0.3833, 0.1083, 0.3360, 0.3172, 0.2642, 0.2485, 0.2996, 0.2319, 0.2697, -0.4580, -0.3939, -0.4995, -0.4255, 0.2382, 0.3231, 0.2891, 0.3544, 0.2904, 0.1170],
  "gap_ha": 0.26471,
  "e_above_lowest_kcal_mol": 25.3,
  "total_charge": -1,
  "lumo_energy_ev": 3.154,
  "max_force_ev_per_a": 1.8
}



No. 3
{
  "formula": "C3H6O3",
  "method": "wB97M-V/def2-TZVPD",
  "elements": ["O", "C", "C", "O", "C", "O", "H", "H", "H", "H", "H", "H"],
  "positions_angstrom": [[-1.7470, 0.4402, 0.2644], [-0.8293, 0.0016, 0.9485], [0.5514, 0.3622, 0.6140], [0.7021, 1.6537, 0.1308], [0.5906, -0.7453, -0.6172], [-0.2992, -0.3534, -1.6028], [-0.9633, -0.8617, 1.6121], [1.2911, 0.2244, 1.4133], [-0.1372, 1.8793, -0.3020], [1.6024, -0.6773, -0.9998], [0.3928, -1.7942, -0.3161], [-1.1546, -0.1295, -1.1452]],
  "mulliken_charge": [-0.5683, -0.0346, -0.1412, -0.5199, -0.4487, -0.5178, 0.3949, 0.3832, 0.4127, 0.3109, 0.3437, 0.3852],
  "smiles": "O=C[C@H](O)CO",
  "gap_ha": 0.38432,
  "e_above_lowest_kcal_mol": 46.8,
  "total_charge": 0,
  "lumo_energy_ev": 0.527,
  "max_force_ev_per_a": 1.3
}



No. 4
{
  "formula": "C5H13NO2",
  "method": "wB97M-V/def2-TZVPD",
  "elements": ["C", "C", "C", "C", "C", "N", "O", "O", "H", "H", "H", "H", "H", "H", "H", "H", "H", "H", "H", "H", "H"],
  "positions_angstrom": [[-0.0992, -0.0344, 0.5532], [-0.8476, 0.4417, -0.5979], [0.3521, -1.5337, -0.5573], [-1.7182, 1.9941, 0.0724], [1.7484, -1.9798, -0.1802], [0.9557, 0.7701, 0.9643], [-0.8307, -0.5620, 1.5818], [-0.0493, 0.9338, -1.6337], [-0.7876, 0.0411, 2.3339], [-0.5016, 1.7431, -1.9180], [-1.7247, -0.1438, -0.8613], [1.6159, 0.3135, 1.5787], [1.4161, 1.2288, 0.1886], [-0.4077, -2.2379, -0.2210], [0.2531, -1.4788, -1.6399], [-2.3374, 1.6608, 0.9045], [-1.0000, 2.7408, 0.4138], [-2.3543, 2.3957, -0.7186], [2.4892, -1.2817, -0.5733], [1.8565, -2.0441, 0.9044], [1.9711, -2.9672, -0.5944]],
  "mulliken_charge": [0.7801, -0.3688, -0.5631, -1.3244, -1.1662, -0.6567, -0.5486, -0.5277, 0.3991, 0.4139, 0.2366, 0.2408, 0.2245, 0.3982, 0.3366, 0.3751, 0.3913, 0.4464, 0.2707, 0.2327, 0.4095],
  "gap_ha": 0.31841,
  "e_above_lowest_kcal_mol": 82.4,
  "total_charge": 0,
  "lumo_energy_ev": 0.823,
  "max_force_ev_per_a": 7.2
}



No. 5
{
  "formula": "C8H17N",
  "method": "wB97M-V/def2-TZVPD",
  "elements": ["C", "N", "C", "C", "C", "C", "C", "C", "C", "H", "H", "H", "H", "H", "H", "H", "H", "H", "H", "H", "H", "H", "H", "H", "H", "H"],
  "positions_angstrom": [[0.6280, -1.3524, 2.4134], [0.4894, -0.8158, 1.0724], [-0.6686, -0.3970, 0.6518], [-1.8545, -0.1954, 1.5731], [-0.7596, -0.0812, -0.8066], [-1.9478, 0.7396, -1.2819], [0.8585, 0.5222, -1.3052], [1.5385, 1.5050, -0.3693], [1.7885, -0.5846, -1.7741], [1.6477, -1.7305, 2.5316], [-0.0629, -2.1805, 2.6101], [0.4925, -0.5692, 3.1685], [-2.3606, -1.1557, 1.7096], [-2.5674, 0.5285, 1.1796], [-1.5452, 0.1646, 2.5570], [-0.7303, -1.0191, -1.3657], [-1.8688, 0.9559, -2.3529], [-2.0268, 1.6905, -0.7469], [-2.8933, 0.2013, -1.1425], [0.5479, 1.0789, -2.1941], [0.8172, 2.1714, 0.1098], [2.2525, 2.1204, -0.9316], [2.1165, 1.0080, 0.4135], [2.2208, -1.1461, -0.9430], [2.6210, -0.1646, -2.3525], [1.2670, -1.2941, -2.4240]],
  "mulliken_charge": [-1.0937, -0.2340, 0.2423, -1.5116, 0.7715, -1.7323, 0.6069, -1.5225, -1.4766, 0.2881, 0.3388, 0.3537, 0.3190, 0.4128, 0.3591, 0.1591, 0.4208, 0.3744, 0.4082, 0.3832, 0.3410, 0.4651, 0.2720, 0.2480, 0.4320, 0.3746],
  "smiles": "C/N=C(\\C)[C@@H](C)C(C)C",
  "gap_ha": 0.36188,
  "e_above_lowest_kcal_mol": 17.5,
  "total_charge": 0,
  "lumo_energy_ev": 0.975,
  "max_force_ev_per_a": 3.3
}